Entry 1:
Computed, not measured: one molecule with the formula C16H22N2O4S, with the ωB97M-V functional and the def2-TZVPD basis.

The SMILES is CCOC(=O)N1CCN(C(=O)c2ccc(SC)cc2OC)CC1. The value obtained for the energy above the lowest of the compared OMol25 structures with the same formula, charge and spin is 179.5 kJ/mol. The value obtained for the LUMO energy is 0.711 eV.

Geometry as XYZ:
```
45
C16H22N2O4S the ωB97M-V functional and the def2-TZVPD basis
C -6.869 -0.250 -0.097
C -5.723 -0.977 0.582
O -4.501 -0.340 0.211
C -3.382 -1.081 0.370
O -3.376 -2.204 0.820
N -2.275 -0.437 -0.070
C -2.237 0.955 -0.458
C -1.470 1.762 0.597
N -0.159 1.178 0.780
C 0.943 1.863 0.403
O 0.897 3.026 0.040
C 2.238 1.109 0.468
C 3.150 1.373 1.484
C 4.354 0.705 1.543
C 4.678 -0.240 0.572
S 6.234 -1.050 0.749
C 6.286 -2.211 -0.645
C 3.791 -0.489 -0.465
C 2.579 0.185 -0.521
O 1.708 -0.132 -1.546
C 1.561 0.872 -2.534
C -0.202 -0.206 1.191
C -0.971 -1.025 0.147
H -7.810 -0.714 0.182
H -6.756 -0.296 -1.176
H -6.883 0.793 0.207
H -5.680 -2.029 0.280
H -5.823 -0.939 1.673
H -3.253 1.329 -0.566
H -1.716 1.032 -1.419
H -1.336 2.796 0.275
H -2.012 1.740 1.548
H 2.898 2.104 2.237
H 5.056 0.905 2.337
H 6.270 -1.667 -1.585
H 7.226 -2.744 -0.545
H 5.457 -2.910 -0.576
H 4.004 -1.202 -1.245
H 0.800 0.506 -3.223
H 1.246 1.826 -2.106
H 2.500 1.021 -3.077
H 0.809 -0.596 1.308
H -0.722 -0.266 2.154
H -1.115 -2.050 0.490
H -0.413 -1.024 -0.795
```


Entry 2:
Computed, not measured: one molecule with the formula C27H29N5O4 at a distorted geometry, with the ωB97M-V functional and the def2-TZVPD basis.

The SMILES is Cc1ccccc1[C@H](C(=O)NCc1ccco1)N(C[C@H]1CCCO1)C(=O)Cn1nnc2ccccc21. The value obtained for the energy above the lowest of the compared OMol25 structures with the same formula, charge and spin is 296.6 kJ/mol. The value obtained for the LUMO energy is 0.649 eV.

Geometry as XYZ:
```
65
C27H29N5O4 the ωB97M-V functional and the def2-TZVPD basis
C -0.383 -0.922 -2.547
C 0.710 -1.456 -1.678
C 1.036 -2.807 -1.731
C 2.016 -3.349 -0.921
C 2.688 -2.540 -0.022
C 2.373 -1.196 0.051
C 1.398 -0.641 -0.773
C 1.093 0.837 -0.686
C 2.266 1.613 -0.072
O 2.207 2.216 0.977
N 3.368 1.585 -0.856
C 4.662 2.027 -0.364
C 5.426 0.873 0.199
C 5.555 0.412 1.476
C 6.317 -0.779 1.392
C 6.586 -0.956 0.071
O 6.050 0.035 -0.660
N -0.141 1.150 0.026
C -0.317 0.624 1.361
C -0.810 -0.830 1.368
C -1.492 -1.258 2.681
C -2.582 -2.236 2.212
C -2.420 -2.238 0.683
O -1.788 -1.021 0.362
C -0.986 1.996 -0.593
O -0.812 2.379 -1.738
C -2.184 2.546 0.195
N -3.173 1.570 0.532
N -3.496 1.285 1.798
N -4.433 0.430 1.841
C -4.783 0.098 0.566
C -5.734 -0.786 0.055
C -5.813 -0.895 -1.313
C -4.978 -0.159 -2.169
C -4.035 0.721 -1.690
C -3.952 0.840 -0.308
H -0.689 -1.667 -3.278
H -1.245 -0.671 -1.928
H -0.081 -0.019 -3.073
H 0.506 -3.445 -2.424
H 2.251 -4.401 -0.987
H 3.452 -2.949 0.623
H 2.887 -0.573 0.769
H 0.941 1.237 -1.697
H 3.378 0.967 -1.653
H 5.215 2.487 -1.187
H 4.471 2.762 0.421
H 5.160 0.868 2.360
H 6.620 -1.409 2.203
H 7.130 -1.715 -0.456
H 0.640 0.678 1.884
H -1.035 1.237 1.904
H 0.029 -1.515 1.165
H -0.780 -1.717 3.362
H -1.944 -0.395 3.169
H -3.567 -1.862 2.486
H -2.455 -3.235 2.623
H -1.781 -3.076 0.364
H -3.364 -2.279 0.140
H -1.845 3.023 1.118
H -2.636 3.308 -0.452
H -6.370 -1.353 0.715
H -6.534 -1.568 -1.751
H -5.083 -0.293 -3.235
H -3.386 1.284 -2.343
```


Entry 3:
Computed, not measured: C22H31N2O6P2S2W as an isolated structure at a distorted geometry, with the ωB97M-V functional and the def2-TZVPD basis.

As for the multiplicity: 2. Its expectation value of S² is 0.7725. The value obtained for the LUMO energy (spin up / spin down) is -0.320 / -0.223 eV.

Geometry as XYZ:
```
66
C22H31N2O6P2S2W the ωB97M-V functional and the def2-TZVPD basis
W -0.069 -0.544 0.008
C 0.910 3.371 -2.159
O -0.378 3.863 -1.864
C -0.967 3.548 -0.662
C -1.913 4.463 -0.216
C -2.569 4.285 0.994
C -2.279 3.187 1.770
C -1.384 2.194 1.331
C -1.206 1.058 2.183
N -0.575 -0.042 1.844
N -0.410 -1.019 2.779
C -0.206 -2.188 2.211
O -0.228 -2.375 0.939
C 0.002 -3.321 3.141
C 1.139 -4.116 3.052
C 1.348 -5.116 3.986
C 0.420 -5.346 4.988
C -0.725 -4.569 5.060
C -0.928 -3.551 4.147
C -0.717 2.364 0.073
O 0.113 1.457 -0.403
H 1.235 3.929 -3.038
H 0.905 2.302 -2.391
H 1.599 3.561 -1.330
H -2.116 5.319 -0.841
H -3.293 5.013 1.329
H -2.759 3.058 2.729
H -1.638 1.097 3.180
H 1.860 -3.923 2.271
H 2.244 -5.718 3.934
H 0.597 -6.124 5.718
H -1.458 -4.754 5.831
H -1.799 -2.917 4.193
C -2.375 2.613 -4.214
C -2.493 1.655 -3.048
O -1.217 1.018 -2.872
P -1.203 -0.471 -2.265
S 0.755 -1.079 -2.359
S -2.520 -0.573 -0.681
O -2.045 -1.321 -3.344
C -1.568 -1.432 -4.688
C -1.042 -2.831 -4.944
H -3.336 3.089 -4.382
H -2.072 2.072 -5.109
H -1.632 3.370 -3.980
H -3.257 0.890 -3.231
H -2.746 2.186 -2.124
H -0.781 -0.689 -4.857
H -2.422 -1.204 -5.335
H -0.222 -3.042 -4.262
H -0.681 -2.901 -5.967
H -1.833 -3.559 -4.784
C 3.899 0.580 -0.361
P 3.055 -0.058 1.123
C 2.378 1.364 2.040
C 4.266 -0.884 2.207
O 2.010 -1.056 0.736
H 4.674 1.297 -0.108
H 3.141 1.049 -0.993
H 4.329 -0.264 -0.898
H 3.180 2.023 2.358
H 1.831 0.995 2.909
H 1.690 1.906 1.388
H 5.048 -0.198 2.514
H 4.697 -1.725 1.669
H 3.735 -1.263 3.080
```


Entry 4:
Computed, not measured: a 2-piece molecular cluster, C2HBrN2O2 overall at a distorted geometry, with the ωB97M-V functional and the def2-TZVPD basis.

The value obtained for the energy above the lowest of the compared OMol25 structures with the same formula, charge and spin is 532.8 kJ/mol. The value obtained for the LUMO energy (spin up / spin down) is -4.437 / -4.437 eV.

Geometry as XYZ:
```
8
C2HBrN2O2 the ωB97M-V functional and the def2-TZVPD basis
C 0.012 -0.964 1.609
C -0.149 -0.018 0.583
N 0.218 -1.626 2.490
N -0.100 1.449 0.890
O 0.112 1.884 1.966
O -0.272 2.096 -0.134
Br -2.945 0.087 -0.065
H 0.424 -0.145 -0.279
```


Entry 5:
Computed, not measured: one molecule with the formula C6H6N2O3 at a distorted geometry, with the ωB97M-V functional and the def2-TZVPD basis.

The SMILES is CC1=C2C(=O)NC(=O)N[C@]12O. The value obtained for the energy above the lowest of the compared OMol25 structures with the same formula, charge and spin is 131.5 kJ/mol. The value obtained for the LUMO energy is 0.394 eV.

Geometry as XYZ:
```
17
C6H6N2O3 the ωB97M-V functional and the def2-TZVPD basis
C -2.279 0.415 -1.007
C -1.212 0.413 -0.102
C -0.110 0.909 0.401
C 1.185 1.517 0.258
O 1.616 2.648 0.391
N 1.914 0.481 -0.274
C 1.673 -0.891 -0.383
O 2.452 -1.473 -1.046
N 0.588 -1.474 0.249
C -0.402 -0.553 0.831
O -0.774 -0.932 2.079
H -2.813 -0.613 -1.164
H -1.933 0.815 -1.937
H -2.995 1.084 -0.498
H 2.895 0.776 -0.489
H 0.391 -2.380 -0.184
H -0.194 -0.742 2.874
```


Entry 6:
Computed, not measured: a 2-piece molecular cluster, C4H12S overall at a distorted geometry, with the ωB97M-V functional and the def2-TZVPD basis.

The SMILES is CSC.CC. The value obtained for the energy above the lowest of the compared OMol25 structures with the same formula, charge and spin is 19.7 kJ/mol. The value obtained for the LUMO energy is 0.986 eV.

Geometry as XYZ:
```
17
C4H12S the ωB97M-V functional and the def2-TZVPD basis
C 0.272 2.021 0.854
S -0.493 2.057 -0.757
C 0.165 0.556 -1.493
H 0.078 2.983 1.313
H -0.110 1.236 1.503
H 1.358 1.891 0.823
H 1.239 0.514 -1.264
H 0.069 0.701 -2.568
H -0.196 -0.436 -1.221
C -0.402 -2.994 0.495
C 0.752 -3.219 1.475
H -1.003 -2.106 0.705
H -0.040 -2.890 -0.530
H -1.097 -3.838 0.483
H 1.019 -4.275 1.491
H 1.627 -2.662 1.166
H 0.466 -2.951 2.493
```


no.,molecular weight (Da)
1,338.429
2,487.560
3,729.420
4,164.946
5,154.125
6,92.207